1.
Molecular formula: C4H6CsO3
Method: DFT, the ωB97M-V functional and the def2-TZVPD basis

Multiplicity: 1
Energy above the lowest of the compared OMol25 structures with the same formula, charge and spin: 767.3 kJ/mol
Kohn-Sham gap: 7.7 eV
LUMO level: -3.631 eV
DFT total energy: -401.42307 a.u.
Total charge: +1

Each line ends with the Mulliken charge.
Atoms and positions in Å:
Cs  4.84951  3.08433  1.08222  0.97
O  0.27329  0.87892  2.02608  -0.26
O  0.68779  -0.12100  0.12381  -0.40
O  -1.21839  -1.77020  -2.80472  -0.43
C  1.00151  0.82401  0.95521  0.09
C  -0.92883  0.10270  2.20611  -0.70
C  0.42124  -0.05548  -2.25996  -0.01
C  -0.58100  -0.81220  -2.18090  -0.17
H  -1.94057  -1.43791  -3.35318  0.37
H  1.46296  0.19220  -2.38976  0.36
H  -0.69341  -0.96889  2.21441  0.32
H  -1.32742  0.40393  3.17832  0.24
H  -1.65505  0.34325  1.41939  0.33
H  -0.35163  -0.66366  -0.21705  0.31

---

2.
Molecular formula: C4H6F2
Method: DFT, the ωB97M-V functional and the def2-TZVPD basis

Multiplicity: 3
Energy above the lowest of the compared OMol25 structures with the same formula, charge and spin: 0.0 kJ/mol
Kohn-Sham gap (alpha / beta): 6.4 / 9.4 eV
⟨S²⟩: 2.01
LUMO level (alpha / beta): 1.121 / -2.099 eV
DFT total energy: -355.52218 a.u.

Each line ends with the Mulliken spin population.
Atoms and positions in Å:
F  -1.69198  0.16022  -1.20668  0.07
F  0.53250  0.94493  1.46932  0.00
C  -0.38666  0.16906  0.84562  0.00
C  -0.16220  1.85984  -1.22744  1.09
C  -0.68791  0.80837  -0.61158  0.73
C  0.22517  -1.21241  0.63532  0.06
H  0.72591  -1.55221  1.56625  0.00
H  -0.48502  2.05980  -2.18118  0.03
H  -1.41218  -0.02714  1.33678  0.03
H  0.68343  2.51440  -0.72665  0.00
H  -0.59195  -1.83322  0.45458  -0.01
H  0.98644  -1.29111  -0.17870  0.00

---

3.
Molecular formula: C4H6F2N2
Method: DFT, the ωB97M-V functional and the def2-TZVPD basis

Multiplicity: 1
Energy above the lowest of the compared OMol25 structures with the same formula, charge and spin: 13.8 kJ/mol
Kohn-Sham gap: 10.2 eV
Structure (SMILES): [H]/N=C(\N)C(C)=C(F)F
LUMO level: 0.840 eV
DFT total energy: -465.24623 a.u.

Each line ends with the Mulliken charge.
Atoms and positions in Å:
F  -2.00228  0.66005  1.85386  -0.24
F  -0.90783  2.17361  0.78613  -0.25
N  1.12856  1.42612  -0.87411  -0.43
N  1.21045  -0.90656  -1.19990  -0.64
C  0.70984  0.12834  -0.65578  0.22
C  -0.36126  -0.10788  0.35014  0.32
C  -1.04625  0.86403  0.96738  0.68
C  -0.68160  -1.54717  0.66925  -1.16
H  1.94183  -0.65741  -1.86033  0.19
H  1.68019  1.56540  -1.69624  0.20
H  0.54733  2.17357  -0.61919  0.21
H  -0.98230  -2.07789  -0.22278  0.28
H  0.23073  -2.07254  1.07776  0.26
H  -1.46741  -1.62165  1.42379  0.37

---

4.
Molecular formula: C4H6F2N2
Method: DFT, the ωB97M-V functional and the def2-TZVPD basis

Multiplicity: 3
Energy above the lowest of the compared OMol25 structures with the same formula, charge and spin: 0.0 kJ/mol
Kohn-Sham gap (alpha / beta): 6.0 / 8.3 eV
⟨S²⟩: 2.01
LUMO level (alpha / beta): 0.934 / -1.053 eV
DFT total energy: -465.04949 a.u.

Each line ends with the Mulliken spin population.
Atoms and positions in Å:
F  2.70141  1.21639  0.14161  0.03
F  1.92816  -1.77878  0.40514  0.03
N  0.03226  -0.96636  -0.66460  0.02
N  -0.66052  0.21470  -0.19704  0.29
C  0.31356  1.10357  0.24299  0.76
C  1.61788  0.50956  0.16919  0.70
C  1.41831  -0.81748  -0.46976  0.05
C  -1.95990  0.16883  0.48245  0.05
H  -2.84506  0.84646  0.04964  0.01
H  -0.05284  2.04102  0.69054  0.03
H  -2.28027  -0.83333  0.64828  -0.01
H  1.94215  -1.03725  -1.37457  0.05
H  -0.34934  -1.31674  -1.54030  0.00
H  -1.80581  0.64941  1.41642  -0.02

---

5.
Molecular formula: C4H6F2O
Method: DFT, the ωB97M-V functional and the def2-TZVPD basis

Multiplicity: 1
Energy above the lowest of the compared OMol25 structures with the same formula, charge and spin: 328.9 kJ/mol
Kohn-Sham gap: 11.4 eV
Structure (SMILES): O[C@]1(CF)C[C@@H]1F
LUMO level: 0.725 eV
DFT total energy: -430.85859 a.u.

Each line ends with the Mulliken charge.
Atoms and positions in Å:
F  0.50704  1.12492  2.17614  -0.28
F  -0.06274  -0.90199  -2.08149  -0.36
O  1.08629  -1.48138  0.23148  -0.55
C  0.94721  0.85705  0.88257  -0.47
C  -1.37798  -0.29212  0.14793  -0.82
C  -0.40872  0.06673  -1.04545  0.05
C  0.23776  -0.24697  0.26887  0.74
H  -2.00172  -1.23708  0.29841  0.25
H  0.92976  1.99317  0.32760  0.23
H  -2.19018  0.41755  0.27267  0.30
H  0.80783  -1.86778  -0.62925  0.36
H  -0.50119  1.10659  -1.58961  0.30
H  2.02663  0.46131  0.74011  0.27

---

6.
Molecular formula: C4H6F2O
Method: DFT, the ωB97M-V functional and the def2-TZVPD basis

Multiplicity: 1
Energy above the lowest of the compared OMol25 structures with the same formula, charge and spin: 224.8 kJ/mol
Kohn-Sham gap: 10.9 eV
Structure (SMILES): C=CC(F)(F)OC
LUMO level: 0.984 eV
DFT total energy: -430.89824 a.u.

Each line ends with the Mulliken charge.
Atoms and positions in Å:
F  0.79885  1.38513  0.32054  -0.21
F  -0.57785  0.56036  -1.13510  -0.23
O  0.93366  -0.96691  -0.17518  -0.45
C  -0.02878  0.38338  0.07781  0.86
C  -1.79967  1.05317  1.50086  -0.70
C  1.58180  -1.10188  -1.41296  -0.55
C  -1.09792  0.01464  1.11505  -0.40
H  -2.54703  0.99014  2.29544  0.29
H  0.84853  -1.36546  -2.24346  0.23
H  -1.12755  -0.96890  1.43936  0.46
H  -1.44700  2.10744  1.36959  0.24
H  2.06719  -0.13685  -1.85465  0.24
H  2.39578  -1.95426  -1.29728  0.21